No. 1
14
Properties=species:S:1:pos:R:3 method="wB97M-V/def2-TZVPD" total_charge=0 fmax_ev_per_a=0.4
H 0.59 1.24 3.71
H -0.82 -2.77 -6.24
S -2.92 -1.34 -5.55
C 0.44 1.30 1.19
S -0.99 -1.44 -6.18
H 0.52 -0.49 3.99
H 2.04 0.25 3.52
H 1.18 -0.58 1.50
H 1.38 1.86 1.08
C 0.96 0.28 3.35
N 0.57 0.09 1.97
H -0.27 1.96 1.69
H 0.06 1.04 0.20
H -2.74 -1.39 -4.21


No. 2
14
Properties=species:S:1:pos:R:3 method="wB97M-V/def2-TZVPD" spin_multiplicity=2 s_squared=0.76 total_charge=+1 fmax_ev_per_a=2.8
H -1.30 -1.28 -1.50
H -1.29 0.01 1.12
H 0.39 3.35 -1.75
N -1.43 -0.39 -0.95
S 1.70 2.33 0.27
H -2.45 -0.14 -0.71
C 0.03 -1.60 1.07
H 0.38 0.08 0.09
H 0.74 -2.15 0.46
H 2.29 1.12 -0.05
S 1.44 2.54 -1.83
H 0.82 -1.22 1.88
C -0.62 -0.38 0.35
H -0.69 -2.27 1.54


No. 3
12
Properties=species:S:1:pos:R:3 method="wB97M-V/def2-TZVPD" spin_multiplicity=2 s_squared=0.75 total_charge=0 fmax_ev_per_a=1.8
C -1.73 -2.17 -0.09
H 3.43 2.95 0.00
H -0.71 -2.21 0.30
H -2.16 -3.02 0.48
H 3.90 2.67 -1.40
H -1.91 -0.28 1.12
C -2.31 -0.88 0.33
H -0.66 1.26 2.36
H -1.13 1.41 1.81
H -1.79 -2.45 -1.13
O 3.52 2.23 -0.63
H -3.05 -0.36 -0.26


No. 4
14
Properties=species:S:1:pos:R:3 method="wB97M-V/def2-TZVPD" total_charge=-1 fmax_ev_per_a=1.0
C 2.27 -0.57 1.34
H -1.77 0.70 0.19
H 3.23 -0.04 1.40
C 1.40 0.12 0.27
H 1.77 -0.51 2.31
H 2.45 -1.59 1.02
O -2.74 0.56 0.13
O 0.05 -0.07 0.47
H -0.05 0.35 -2.34
H -2.81 0.33 -0.80
O -0.72 -0.15 -1.86
H 1.66 1.19 0.10
H 1.73 -0.31 -0.70
H -0.36 -0.02 -0.77


No. 5
13
Properties=species:S:1:pos:R:3 method="wB97M-V/def2-TZVPD" spin_multiplicity=2 s_squared=0.75 total_charge=0 fmax_ev_per_a=4.5
H 1.25 -2.14 0.56
H 1.58 -0.73 1.53
H -0.55 0.33 2.53
C -1.07 0.44 1.58
C 0.75 -1.32 1.14
H 0.42 0.36 -0.59
H 0.37 -1.90 1.98
H -2.24 0.26 1.67
H -1.32 1.49 1.37
O 0.34 1.62 -4.14
H -0.05 1.16 -3.38
S -0.39 -0.45 0.18
H 0.91 0.88 -4.42


No. 6
13
Properties=species:S:1:pos:R:3 method="wB97M-V/def2-TZVPD" spin_multiplicity=2 s_squared=0.76 total_charge=0 fmax_ev_per_a=2.6
S 0.19 -0.30 -0.01
C -1.34 -0.69 0.96
C 0.89 -1.75 -1.08
H 0.39 3.19 0.82
H 0.86 -1.35 -2.11
H -1.06 -1.28 1.82
H 1.86 -1.99 -0.67
H -1.94 -1.29 0.29
H 0.14 3.19 -0.71
H 0.23 -2.63 -1.18
H -1.73 0.29 1.23
H 0.24 0.85 0.75
O 0.10 2.65 0.09


No. 7
13
Properties=species:S:1:pos:R:3 method="wB97M-V/def2-TZVPD" total_charge=+1 fmax_ev_per_a=3.5
C -0.03 0.82 -1.61
H -0.58 1.55 -0.86
H -0.77 0.43 -2.31
C 1.74 -0.65 0.72
H 0.97 1.18 -1.94
S 0.37 -0.72 -0.43
H -1.95 1.60 1.98
H -0.70 -0.29 0.27
H 1.23 -0.14 1.59
O -2.04 0.92 1.33
H -2.80 0.47 1.60
H 2.48 -0.02 0.28
H 2.21 -1.72 0.92


No. 8
8
Properties=species:S:1:pos:R:3 method="wB97M-V/def2-TZVPD" total_charge=0 fmax_ev_per_a=4.2
C 0.61 -0.29 0.86
C -0.59 0.23 -0.71
Cl 0.56 1.06 1.96
Br 0.40 1.45 -1.85
Cl -2.07 0.77 -0.02
F 1.86 -0.51 0.37
Br -0.92 -1.45 -1.63
H 0.14 -1.24 1.02


No. 9
7
Properties=species:S:1:pos:R:3 method="wB97M-V/def2-TZVPD" total_charge=0 fmax_ev_per_a=4.8
Br 0.99 -2.24 -0.55
F -2.13 0.13 0.98
H 0.61 0.22 -0.34
C -1.41 -1.01 0.78
C 0.01 -0.64 -0.44
Br -1.09 -0.15 -2.02
O -1.65 -2.03 1.26


No. 10
7
Properties=species:S:1:pos:R:3 method="wB97M-V/def2-TZVPD" spin_multiplicity=3 s_squared=2.01 total_charge=0 fmax_ev_per_a=4.9
H 0.26 -0.48 -0.48
Br -1.94 1.87 0.14
C -0.02 -0.45 0.64
F -1.92 -0.36 1.98
C -1.53 -0.17 0.72
O 0.58 -0.56 1.65
Br -2.51 -1.38 -0.47


No. 11
7
Properties=species:S:1:pos:R:3 method="wB97M-V/def2-TZVPD" total_charge=0 fmax_ev_per_a=1.9
C 1.82 1.65 1.77
I 0.19 -1.19 -2.24
Br -1.65 1.03 -0.48
C -0.70 -0.63 -0.35
Br -1.98 -1.84 0.23
O 2.16 1.70 0.70
H 0.16 -0.72 0.36


No. 12
8
Properties=species:S:1:pos:R:3 method="wB97M-V/def2-TZVPD" total_charge=0 fmax_ev_per_a=3.4
Br -0.71 0.54 1.82
O -1.28 0.49 -0.79
O 0.54 -1.66 -1.33
H -2.15 0.72 -0.42
Br 1.97 2.65 -0.20
C 0.50 -1.05 -0.31
Br 1.57 -1.69 1.19
C -0.44 0.00 0.05


No. 13
7
Properties=species:S:1:pos:R:3 method="wB97M-V/def2-TZVPD" total_charge=0 fmax_ev_per_a=4.1
Cl 2.74 1.84 -0.75
O 0.07 0.63 -1.49
C 0.34 0.55 -0.33
Cl 1.68 1.03 1.90
C 1.68 0.70 0.14
Br 2.36 -1.19 -0.23
H -0.42 0.26 0.58


No. 14
8
Properties=species:S:1:pos:R:3 method="wB97M-V/def2-TZVPD" total_charge=0 fmax_ev_per_a=4.0
C -1.02 -0.45 -0.27
C 0.97 0.60 0.22
Cl 0.52 1.43 1.66
Cl -1.08 -1.10 -1.86
Br 1.93 -0.94 0.46
Cl -0.82 -1.63 0.93
Cl 1.37 1.66 -1.09
H -1.87 0.44 -0.06


No. 15
7
Properties=species:S:1:pos:R:3 method="wB97M-V/def2-TZVPD" total_charge=0 fmax_ev_per_a=0.4
Br -2.81 0.00 0.68
C -0.12 -0.43 -0.20
O 0.97 -0.17 -0.66
I 4.42 -0.69 0.27
H -0.44 -1.46 0.05
Cl -0.87 2.19 -0.21
C -1.14 0.55 0.07


No. 16
7
Properties=species:S:1:pos:R:3 method="wB97M-V/def2-TZVPD" total_charge=0 fmax_ev_per_a=3.7
H 0.53 1.77 0.92
O -0.44 -1.05 -1.88
I -2.09 1.47 -0.04
Br -0.15 -0.39 2.10
C -0.12 0.92 0.68
C 0.46 -0.95 -1.12
Cl 1.81 -1.76 -0.66


No. 17
7
Properties=species:S:1:pos:R:3 method="wB97M-V/def2-TZVPD" total_charge=0 fmax_ev_per_a=3.2
F -0.98 2.31 2.23
F 1.10 0.10 0.84
H 0.15 0.51 -0.95
C -0.01 -0.03 0.09
C -1.83 3.20 2.05
Br -1.88 3.81 0.30
O -0.99 -0.62 0.36


No. 18
7
Properties=species:S:1:pos:R:3 method="wB97M-V/def2-TZVPD" total_charge=0 fmax_ev_per_a=3.5
F 1.30 -1.08 -0.25
H 0.05 0.31 1.63
S -2.14 -0.06 0.78
C 0.25 -0.29 -0.42
F -0.38 -0.63 -1.52
Br 1.45 1.71 -0.98
C -0.53 0.03 0.76


No. 19
6
Properties=species:S:1:pos:R:3 method="wB97M-V/def2-TZVPD" total_charge=0 fmax_ev_per_a=4.5
H 0.03 -2.03 -1.81
Br -0.15 -1.35 1.57
C -0.31 0.12 0.42
N 1.37 1.69 -0.62
C 0.65 0.97 -0.13
F -1.60 0.60 0.56


No. 20
7
Properties=species:S:1:pos:R:3 method="wB97M-V/def2-TZVPD" total_charge=0 fmax_ev_per_a=2.8
C 0.29 0.83 -1.06
O 0.94 -1.22 1.54
O -1.71 -0.17 -0.01
Ca 1.60 0.28 0.68
Li -0.81 -1.31 1.49
C -0.83 0.43 -0.56
H 0.53 1.14 -2.07


Taking the records one at a time from the top gives energy above the lowest of the compared OMol25 structures with the same formula, charge and spin values of 82.8; 94.2; 0.0; 38.7; 202.8; 141.1; 109.2; 119.9; 78.3; 170.7; 22.5; 285.7; 57.8; 149.4; 172.9; 301.2; 268.0; 80.6; 392.0; 0.0 kJ/mol.
Taking the records one at a time from the top gives electronic energy values of -25379.8558; -25370.3667; -4264.4098; -8362.9242; -15098.0406; -15098.6797; -15094.3852; -169935.6085; -146938.6973; -146934.9881; -152322.2303; -216309.0171; -99223.7011; -122219.3054; -94800.8075; -94799.4781; -79611.8372; -88401.1069; -76334.7830; -24828.0957 eV.